A 2-piece molecular cluster, C5H11O2 overall. Source: OMol25; level of theory: ωB97M-V/def2-TZVPD.

Atoms and positions in Å:
O: -1.17 -1.31 2.52
O: -1.59 -0.94 0.33
C: -1.21 -0.61 1.49
C: 0.15 1.14 2.82
C: 1.20 -1.19 -2.86
C: -0.76 0.87 1.63
C: 0.16 -0.20 -2.35
H: -0.31 1.22 0.70
H: -0.40 1.35 3.74
H: -0.37 0.36 -3.13
H: 1.77 -1.57 -2.01
H: -0.64 -0.59 -1.72
H: 1.86 -0.70 -3.57
H: 0.75 -2.08 -3.29
H: 0.79 0.28 3.03
H: -1.70 1.42 1.72
H: 0.65 0.57 -1.73
H: 0.83 1.99 2.67

The HOMO energy is -0.1443 Eh. Its HOMO-LUMO gap is 7.8 eV. The electronic energy comes out at -347.6428 hartree. Its net charge is -1. As for the multiplicity: 1. As for the lowest unoccupied orbital energy: 0.144 Eh.

Here are the Löwdin charges for atoms 1 to 5, given in e: O -0.08; O -0.11; C -0.76; C -0.14; C -0.18

***

A 2-piece molecular cluster, C5H11O2 overall in a non-equilibrium geometry. Source: OMol25; level of theory: ωB97M-V/def2-TZVPD.

Atoms and positions in Å:
O: 1.47 0.75 1.31
O: 3.14 -0.69 1.36
C: 0.93 -1.39 0.55
C: 1.28 -1.64 -0.92
C: -1.98 0.92 -0.73
C: -1.49 1.94 0.30
C: 1.97 -0.31 1.04
H: -0.60 1.53 0.81
H: -2.62 0.21 -0.07
H: -2.34 1.90 1.12
H: 1.73 -0.67 -1.40
H: 1.19 -2.24 1.16
H: 2.09 -2.36 -1.06
H: -1.28 0.35 -1.35
H: -1.33 2.91 0.05
H: 0.48 -1.77 -1.53
H: -2.60 1.55 -1.36
H: -0.04 -0.98 0.72

The HOMO energy is -0.1384 Eh. Its HOMO-LUMO gap is 7.6 eV. The electronic energy comes out at -347.5971 hartree. Its net charge is -1. As for the multiplicity: 1. As for the lowest unoccupied orbital energy: 0.140 Eh.

Here are the Löwdin charges for atoms 1 to 5, given in e: O -0.05; O -0.13; C -0.18; C -0.13; C -0.19

***

A 2-piece molecular cluster, C5H11O2 overall in a non-equilibrium geometry. Source: OMol25; level of theory: ωB97M-V/def2-TZVPD.

Atoms and positions in Å:
O: 2.82 -0.38 -0.64
O: 3.91 0.67 -2.27
C: -2.31 -1.45 1.86
C: -1.29 -1.25 0.66
C: 3.13 0.63 -1.34
C: -1.47 -0.02 -0.11
C: 2.36 2.02 -1.18
H: -0.63 0.09 -0.79
H: -3.11 -0.68 1.95
H: 1.52 2.08 -0.46
H: -1.59 0.81 0.54
H: -2.25 -0.10 -0.89
H: -1.69 -1.68 2.83
H: 3.14 2.75 -0.81
H: 1.88 2.10 -2.07
H: -1.20 -2.11 -0.02
H: -0.31 -1.18 1.17
H: -2.89 -2.29 1.58

The HOMO energy is -0.1371 Eh. Its HOMO-LUMO gap is 7.2 eV. The electronic energy comes out at -347.6022 hartree. Its net charge is -1. As for the multiplicity: 1. As for the lowest unoccupied orbital energy: 0.126 Eh.

Here are the Löwdin charges for atoms 1 to 5, given in e: O -0.13; O -0.09; C -0.12; C -0.33; C -0.82

***

A 2-piece molecular cluster, C5H11O2 overall in a non-equilibrium geometry. Source: OMol25; level of theory: ωB97M-V/def2-TZVPD.

Atoms and positions in Å:
O: -2.62 -0.54 0.06
O: -1.85 0.80 -1.57
C: 0.87 1.71 0.43
C: -0.95 -1.52 -1.26
C: -0.76 -2.59 -0.29
C: -1.90 -0.33 -0.93
C: 1.93 2.28 1.40
H: 2.60 2.85 0.79
H: 1.34 1.02 -0.29
H: 0.14 1.13 1.13
H: 1.55 2.91 2.27
H: -1.39 -1.91 -2.22
H: -1.72 -3.01 0.18
H: 0.02 -1.01 -1.47
H: -0.21 -3.49 -0.76
H: -0.09 -2.27 0.58
H: 2.56 1.49 1.97
H: 0.50 2.49 -0.03

The HOMO energy (alpha / beta) is 0.1476 / -0.0517 Eh. Its HOMO-LUMO gap (alpha / beta) is 2.4 / 7.7 eV. The electronic energy comes out at -347.4585 hartree. Its net charge is -2. As for the multiplicity: 2. As for the lowest unoccupied orbital energy (alpha / beta): 0.236 / 0.231 Eh.

Here are the Löwdin charges for atoms 1 to 5, given in e: O -0.11; O -0.16; C -0.24; C -0.27; C -0.21

***

A 2-piece molecular cluster, C5H11O2 overall in a non-equilibrium geometry. Source: OMol25; level of theory: ωB97M-V/def2-TZVPD.

Atoms and positions in Å:
O: -2.03 0.63 -3.51
O: -1.29 2.05 -1.94
C: -1.32 0.96 -2.53
C: 1.62 -0.16 2.28
C: 0.86 1.00 2.95
C: -1.11 -1.46 -1.73
C: -0.33 -0.18 -2.03
H: 0.16 0.26 -1.17
H: 0.74 0.80 4.02
H: 0.97 -1.03 2.26
H: -1.54 -1.46 -0.73
H: 0.32 -0.33 -2.89
H: -0.17 0.97 2.57
H: -2.05 -1.47 -2.29
H: 1.68 0.07 1.20
H: 2.62 -0.25 2.71
H: -0.50 -2.34 -1.91
H: 1.38 1.93 2.74

The HOMO energy (alpha / beta) is 0.1402 / -0.0575 Eh. Its HOMO-LUMO gap (alpha / beta) is 2.8 / 8.1 eV. The electronic energy comes out at -347.4905 hartree. Its net charge is -2. As for the multiplicity: 2. As for the lowest unoccupied orbital energy (alpha / beta): 0.242 / 0.239 Eh.

Here are the Löwdin charges for atoms 1 to 5, given in e: O -0.14; O -0.10; C -0.77; C -0.50; C -0.42

***

A 2-piece molecular cluster, C5H11O2 overall in a non-equilibrium geometry. Source: OMol25; level of theory: ωB97M-V/def2-TZVPD.

Atoms and positions in Å:
O: 3.41 0.39 -1.08
O: 3.55 0.90 1.14
C: 2.89 0.76 0.01
C: 1.48 1.42 0.07
C: -2.05 -0.78 0.60
C: 0.64 1.40 -1.19
C: -1.93 -2.34 0.57
H: 0.94 0.41 -1.64
H: 0.89 1.12 0.94
H: -1.55 -2.81 1.50
H: -2.99 -2.68 0.35
H: -1.32 -2.63 -0.26
H: -1.98 -0.51 1.56
H: 0.91 2.11 -2.09
H: 1.85 2.35 0.43
H: -3.03 -0.55 0.16
H: -1.33 -0.16 -0.03
H: -0.39 1.58 -1.04

The HOMO energy (alpha / beta) is -0.4014 / -0.3921 Eh. Its HOMO-LUMO gap (alpha / beta) is 11.7 / 7.4 eV. The electronic energy comes out at -347.4704 hartree. As for the multiplicity: 2. As for the lowest unoccupied orbital energy (alpha / beta): 0.028 / -0.121 Eh.

Here are the Löwdin charges for atoms 1 to 5, given in e: O 0.06; O 0.23; C -0.50; C -0.16; C -0.15

***

A 2-piece molecular cluster, C5H11O2 overall in a non-equilibrium geometry. Source: OMol25; level of theory: ωB97M-V/def2-TZVPD.

Atoms and positions in Å:
O: -1.51 -1.69 0.49
O: -1.82 -0.63 -1.52
C: 2.57 1.29 1.27
C: 1.06 1.54 1.05
C: -1.36 -1.53 -0.76
C: 0.87 3.07 0.81
C: -0.55 -2.60 -1.53
H: 3.08 2.01 0.49
H: 2.81 0.12 1.26
H: 0.35 -2.94 -1.05
H: 0.06 3.13 -0.03
H: -1.21 -3.42 -1.61
H: 1.65 3.55 0.27
H: 0.62 1.45 1.96
H: 0.52 3.53 1.71
H: -0.21 -2.11 -2.43
H: 2.86 1.75 2.21
H: 0.61 0.87 0.41

The HOMO energy (alpha / beta) is -0.3989 / -0.3754 Eh. Its HOMO-LUMO gap (alpha / beta) is 11.6 / 6.3 eV. The electronic energy comes out at -347.4534 hartree. As for the multiplicity: 2. As for the lowest unoccupied orbital energy (alpha / beta): 0.027 / -0.144 Eh.

Here are the Löwdin charges for atoms 1 to 5, given in e: O 0.14; O 0.12; C -0.13; C -0.30; C -0.57

***

A 2-piece molecular cluster, C5H11O2 overall in a non-equilibrium geometry. Source: OMol25; level of theory: ωB97M-V/def2-TZVPD.

Atoms and positions in Å:
O: 2.52 -1.29 -0.21
O: 1.04 -1.21 -1.91
C: -0.12 1.05 0.58
C: -1.26 0.06 0.35
C: -2.00 0.27 -0.97
C: 2.09 -1.54 -1.34
C: 0.88 0.53 1.63
H: 1.11 -0.53 1.45
H: -1.92 0.02 1.22
H: -0.45 2.06 0.86
H: 1.85 1.02 1.67
H: 0.42 0.52 2.62
H: 2.71 -2.25 -1.95
H: -2.37 1.30 -1.08
H: -1.28 0.13 -1.79
H: -2.79 -0.48 -1.03
H: -0.79 -0.92 0.27
H: 0.37 1.26 -0.38

The HOMO energy (alpha / beta) is -0.4055 / -0.3973 Eh. Its HOMO-LUMO gap (alpha / beta) is 11.9 / 6.7 eV. The electronic energy comes out at -347.4916 hartree. As for the multiplicity: 2. As for the lowest unoccupied orbital energy (alpha / beta): 0.032 / -0.153 Eh.

Here are the Löwdin charges for atoms 1 to 5, given in e: O 0.12; O 0.13; C -0.28; C -0.29; C -0.11

***

An isolated ion of composition C5H11O2S and charge +1 in a non-equilibrium geometry. Source: OMol25; level of theory: ωB97M-V/def2-TZVPD.

Atoms and positions in Å:
S: -1.18 -0.30 -0.45
O: -0.65 -1.72 -0.92
O: -1.12 -0.52 1.10
C: 0.15 -0.64 1.70
C: 0.18 0.77 -1.00
C: -2.76 -0.19 -1.10
C: 1.29 0.46 1.34
C: 1.45 0.36 -0.25
H: -1.33 -2.42 -0.72
H: -2.82 0.67 -1.76
H: 2.21 0.23 1.85
H: 0.99 1.51 1.52
H: 2.26 0.87 -0.56
H: 0.69 -1.59 1.21
H: 1.54 -0.70 -0.35
H: -3.40 -0.24 -0.22
H: -0.05 -0.58 2.78
H: 0.27 0.64 -2.10
H: -0.09 1.85 -0.76

The HOMO energy is -0.4989 Eh. Its HOMO-LUMO gap is 10.2 eV. The electronic energy comes out at -745.3543 hartree. Its net charge is +1. As for the multiplicity: 1. As for the lowest unoccupied orbital energy: -0.124 Eh.

Here are the Löwdin charges for atoms 1 to 5, given in e: S 0.97; O -0.18; O -0.25; C -0.17; C -0.18

***

A 2-piece molecular cluster, C5H11O3 overall in a non-equilibrium geometry. Source: OMol25; level of theory: ωB97M-V/def2-TZVPD.

Atoms and positions in Å:
O: 2.61 -1.96 1.27
O: -3.45 0.62 -1.30
O: -1.69 -0.06 -2.52
C: 1.57 -1.14 0.67
C: -2.23 0.46 -1.52
C: -1.92 0.93 0.95
C: -1.24 0.97 -0.42
C: 2.11 -0.18 -0.40
H: -1.32 1.35 1.76
H: 0.94 -1.86 0.16
H: 1.10 -0.65 1.52
H: 1.16 0.14 -0.81
H: 3.37 -2.05 0.69
H: 2.71 -0.70 -1.14
H: -2.89 1.39 0.84
H: -0.92 1.97 -0.73
H: -0.45 0.23 -0.39
H: -2.04 -0.11 1.26
H: 2.59 0.65 0.12

The HOMO energy is -0.1460 Eh. Its HOMO-LUMO gap is 7.2 eV. The electronic energy comes out at -422.8649 hartree. Its net charge is -1. As for the multiplicity: 1. As for the lowest unoccupied orbital energy: 0.117 Eh.

Here are the Löwdin charges for atoms 1 to 5, given in e: O -0.12; O -0.09; O -0.10; C -0.29; C -0.76